The molecule C3H2N4O in a non-equilibrium geometry, computed with ωB97M-V/def2-TZVPD.

The geometry in ORCA input format:
```
! RIJCOSX wB97M-V def2-TZVPD def2/J DEFGRID3
* xyz 0 1
C -1.422 -0.419 -0.069
C 0.141 1.164 -0.339
C 1.143 0.321 0.420
H 0.473 2.128 -0.633
H 1.890 0.800 1.101
N -1.036 0.765 -0.651
N 1.285 -0.973 0.403
N 0.496 -1.738 -0.429
N -0.730 -1.569 -0.601
O -2.242 -0.479 0.798
*
```

The calculation puts the gap between HOMO and LUMO at 8.681 eV. The value obtained for the energy above the lowest of the compared OMol25 structures with the same formula, charge and spin is 1.7276 eV. Its structure (SMILES) is O=c1nccnnn1. The molecular weight comes out at 110.1 g/mol. As for the maximum force: 1.998 eV/A.

These are the Löwdin partial charges, in e, on atoms 1 to 8: number 1, C, carries -0.562; number 2, C, carries -0.065; number 3, C, carries -0.080; number 4, H, carries 0.099; number 5, H, carries 0.119; number 6, N, carries 0.172; number 7, N, carries 0.049; number 8, N, carries -0.005